(1)
{"formula": "C33H33N8O5PdS", "method": "wB97M-V/def2-TZVPD", "elements": ["Pd", "O", "C", "C", "C", "C", "N", "C", "C", "C", "C", "C", "C", "O", "C", "C", "N", "H", "H", "H", "H", "H", "H", "H", "H", "H", "H", "H", "H", "N", "C", "C", "C", "C", "C", "C", "S", "O", "O", "N", "C", "N", "C", "C", "C", "N", "H", "H", "H", "H", "H", "H", "H", "H", "H", "C", "N", "N", "C", "O", "C", "C", "C", "C", "C", "C", "C", "C", "C", "H", "H", "H", "H", "H", "H", "H", "H", "H", "H", "H", "H"], "xyz": [[0.811, 1.186, -1.063], [3.959, -4.862, 0.490], [3.429, -4.530, -0.775], [2.941, -3.111, -0.738], [2.607, -2.493, 0.450], [2.087, -1.209, 0.431], [1.915, -0.520, -0.704], [2.349, -1.083, -1.862], [2.829, -2.371, -1.910], [2.415, -0.152, -3.001], [2.996, -0.439, -4.214], [3.181, 0.582, -5.146], [3.817, 0.263, -6.478], [5.047, -0.416, -6.319], [2.822, 1.865, -4.784], [2.224, 2.089, -3.552], [1.984, 1.094, -2.704], [4.285, -5.766, 0.470], [2.577, -5.174, -1.028], [4.173, -4.638, -1.572], [2.745, -2.999, 1.394], [1.805, -0.707, 1.338], [3.153, -2.791, -2.852], [3.348, -1.435, -4.441], [3.919, 1.172, -7.075], [3.168, -0.422, -7.026], [5.714, 0.203, -6.004], [2.979, 2.706, -5.447], [1.918, 3.075, -3.249], [-5.830, 2.107, -5.319], [-4.698, 2.505, -4.657], [-3.549, 1.702, -4.666], [-2.399, 2.124, -4.033], [-2.380, 3.345, -3.372], [-3.511, 4.147, -3.343], [-4.661, 3.733, -3.984], [-0.903, 3.901, -2.614], [0.136, 3.914, -3.610], [-1.171, 5.098, -1.881], [-0.493, 2.700, -1.550], [-1.290, 2.495, -0.472], [-0.671, 1.626, 0.368], [-1.278, 1.334, 1.514], [-2.495, 1.905, 1.831], [-3.080, 2.715, 0.869], [-2.498, 3.004, -0.288], [-5.906, 1.163, -5.650], [-6.689, 2.605, -5.174], [-3.566, 0.750, -5.183], [-1.512, 1.503, -4.051], [-3.482, 5.086, -2.807], [-5.543, 4.360, -3.969], [-0.780, 0.623, 2.153], [-2.979, 1.691, 2.771], [-4.066, 3.138, 1.021], [0.816, -3.565, 6.501], [0.363, -2.419, 5.720], [-0.013, -2.653, 4.399], [0.286, -1.539, 3.625], [-0.045, -1.414, 2.441], [0.978, -0.641, 4.513], [1.025, -1.225, 5.740], [1.691, -0.761, 6.986], [-1.031, -3.597, 4.102], [-2.053, -3.840, 5.012], [-3.036, -4.766, 4.700], [-3.013, -5.428, 3.481], [-1.998, -5.164, 2.573], [-0.998, -4.256, 2.880], [0.236, -4.436, 6.213], [0.640, -3.368, 7.556], [1.877, -3.770, 6.335], [1.353, 0.332, 4.244], [2.081, 0.244, 6.845], [2.523, -1.416, 7.251], [0.992, -0.752, 7.823], [-2.079, -3.301, 5.950], [-3.829, -4.962, 5.410], [-3.785, -6.147, 3.240], [-1.978, -5.676, 1.620], [-0.202, -4.042, 2.181]], "homo_lumo_gap_ev": 6.72, "homo_energy_ev": -9.9, "charge": 1, "relative_energy_kj_mol": 122.67, "mol_weight_g_mol": 760.16, "multiplicity": 1}

---

(2)
{"formula": "C20H8B4Br4O34V", "method": "wB97M-V/def2-TZVPD", "elements": ["O", "V", "O", "O", "C", "O", "B", "O", "C", "O", "O", "C", "O", "C", "O", "O", "O", "C", "O", "B", "O", "C", "O", "O", "C", "O", "C", "O", "O", "O", "C", "O", "B", "O", "C", "O", "O", "C", "O", "C", "O", "O", "O", "C", "O", "B", "O", "C", "O", "O", "C", "O", "C", "O", "O", "Br", "C", "C", "Br", "H", "H", "H", "H", "Br", "C", "C", "Br", "H", "H", "H", "H"], "xyz": [[2.785, -0.249, 5.592], [1.799, -1.373, 5.064], [0.284, -0.907, 5.142], [-5.030, -0.562, -3.238], [-4.634, 0.325, -3.964], [-4.861, 1.607, -3.852], [-3.990, 2.354, -4.843], [-3.289, 1.303, -5.591], [-3.580, 0.110, -5.044], [-3.192, -1.086, -5.172], [-2.965, 3.168, -4.163], [-2.952, 4.360, -4.755], [-2.167, 5.252, -4.414], [-4.065, 4.415, -5.784], [-4.667, 3.250, -5.806], [-4.343, 5.449, -6.477], [1.563, 3.449, 0.530], [2.342, 2.907, -0.255], [3.253, 2.022, 0.021], [4.021, 1.703, -1.204], [3.409, 2.532, -2.253], [2.444, 3.178, -1.796], [1.672, 3.943, -2.431], [4.004, 0.231, -1.459], [5.252, -0.187, -1.614], [5.581, -1.306, -1.946], [6.202, 0.997, -1.291], [5.403, 2.004, -0.942], [7.408, 1.028, -1.274], [5.645, -3.435, 0.524], [5.357, -3.967, 1.587], [5.750, -3.583, 2.820], [4.775, -4.111, 3.863], [3.903, -4.985, 3.035], [4.201, -4.928, 1.715], [3.633, -5.461, 0.738], [5.430, -4.925, 4.994], [4.879, -4.602, 6.163], [5.216, -5.044, 7.286], [3.804, -3.461, 5.788], [3.956, -3.116, 4.550], [3.038, -2.902, 6.563], [-2.968, -0.790, -1.321], [-1.900, -0.318, -0.839], [-1.170, -1.040, -0.049], [0.123, -0.352, 0.108], [-0.136, 1.001, -0.402], [-1.181, 0.962, -1.113], [-1.664, 1.850, -1.844], [1.250, -1.061, -0.515], [2.136, -1.561, 0.335], [3.159, -2.176, 0.089], [1.720, -1.029, 1.728], [0.722, -0.186, 1.474], [2.169, -1.339, 2.860], [-3.014, -1.985, 4.825], [-3.613, -2.885, 3.166], [-3.767, -1.857, 1.981], [-4.774, -2.690, 0.448], [-4.510, -3.416, 3.484], [-2.895, -3.692, 3.015], [-2.866, -1.424, 1.545], [-4.359, -1.009, 2.325], [-5.427, 1.673, -0.022], [-4.437, 3.206, -0.692], [-5.492, 4.250, -1.200], [-4.640, 5.857, -1.978], [-3.772, 2.966, -1.521], [-3.749, 3.583, 0.065], [-6.207, 4.390, -0.390], [-6.012, 3.674, -1.966]], "homo_lumo_gap_ev": [5.52, 7.46], "homo_energy_ev": [0.8, -1.1], "charge": -4, "mol_weight_g_mol": 1206.06, "multiplicity": 2}

---

(3)
{"formula": "C4H5CuLiO", "method": "wB97M-V/def2-TZVPD", "elements": ["C", "C", "C", "H", "H", "H", "H", "O", "C", "Cu", "Li", "H"], "xyz": [[2.954, 0.377, 2.441], [2.908, -0.375, 1.350], [3.422, -0.888, 0.195], [2.209, 0.257, 3.231], [3.691, 1.176, 2.551], [3.363, -0.319, -0.732], [4.075, -1.766, 0.232], [0.162, -0.992, -0.125], [1.151, -1.713, 0.291], [0.783, 1.869, 0.957], [-0.764, 1.142, -1.344], [0.855, -2.421, 1.102]], "homo_lumo_gap_ev": [4.88, 4.78], "homo_energy_ev": [-5.2, -5.2], "charge": 0, "relative_energy_kj_mol": 106.15, "mol_weight_g_mol": 139.57, "multiplicity": 2}

---

(4)
{"formula": "C18H20N2O3S", "method": "wB97M-V/def2-TZVPD", "elements": ["O", "C", "C", "S", "C", "C", "C", "C", "C", "C", "C", "N", "C", "C", "N", "C", "O", "C", "C", "C", "C", "O", "C", "C", "H", "H", "H", "H", "H", "H", "H", "H", "H", "H", "H", "H", "H", "H", "H", "H", "H", "H", "H", "H"], "xyz": [[1.118, -1.399, 0.603], [0.821, -0.221, 0.503], [1.824, 0.857, 0.857], [2.384, 1.753, -0.629], [3.261, 0.387, -1.487], [4.471, -0.035, -0.725], [4.437, -1.170, 0.078], [5.552, -1.538, 0.810], [6.707, -0.777, 0.751], [6.744, 0.359, -0.041], [5.631, 0.730, -0.773], [-0.383, 0.171, 0.032], [-0.898, 1.519, -0.056], [-2.056, 1.688, 0.935], [-3.064, 0.684, 0.665], [-4.318, 1.073, 0.322], [-4.661, 2.240, 0.350], [-5.260, 0.009, -0.114], [-5.168, -0.969, -1.072], [-6.448, -1.561, -1.155], [-7.221, -0.900, -0.249], [-6.516, 0.051, 0.371], [-2.552, -0.662, 0.748], [-1.395, -0.829, -0.243], [2.696, 0.385, 1.312], [1.416, 1.603, 1.537], [3.517, 0.806, -2.460], [2.548, -0.427, -1.608], [3.534, -1.762, 0.131], [5.517, -2.422, 1.430], [7.576, -1.065, 1.324], [7.642, 0.958, -0.088], [5.654, 1.621, -1.385], [-0.119, 2.253, 0.135], [-1.272, 1.677, -1.073], [-2.521, 2.669, 0.825], [-1.690, 1.571, 1.961], [-4.309, -1.221, -1.661], [-6.746, -2.363, -1.799], [-8.248, -1.016, 0.035], [-3.342, -1.383, 0.547], [-2.170, -0.829, 1.764], [-0.935, -1.813, -0.139], [-1.757, -0.697, -1.268]], "smiles": "O=C(CSCc1ccccc1)N1CCN(C(=O)c2ccco2)CC1", "homo_lumo_gap_ev": 9.31, "homo_energy_ev": -8.7, "charge": 0, "relative_energy_kj_mol": 145.19, "mol_weight_g_mol": 344.44, "multiplicity": 1}

---

Number 3 is which compound?
C4H5CuLiO

---

Number 3 is which compound?
C4H5CuLiO